ORCA calculation (ωB97M-V/def2-TZVPD) on a 11-piece molecular cluster, H24NO10 overall in a non-equilibrium geometry.

ΔE to the lowest compared entry with this formula, charge and spin = 386.3 kJ/mol

The geometry in ORCA input format:
```
! RIJCOSX wB97M-V def2-TZVPD def2/J DEFGRID3
* xyz 1 1
N 45.799 12.776 11.727
H 46.570 13.100 12.323
H 45.817 11.773 11.961
H 46.142 12.708 10.855
H 44.951 13.407 11.943
O 48.555 12.234 13.496
H 48.201 11.740 14.210
H 48.738 11.418 12.851
O 45.932 14.060 14.818
H 46.321 13.753 15.600
H 46.496 14.829 14.613
O 44.888 10.186 9.766
H 44.309 10.300 8.894
H 44.480 9.723 10.456
O 47.610 13.056 8.076
H 47.699 13.879 7.688
H 48.043 13.073 9.003
O 48.332 13.283 10.480
H 48.466 14.104 10.650
H 48.920 12.748 11.054
O 45.236 15.531 9.906
H 45.651 16.391 10.104
H 45.039 15.595 8.988
O 42.192 12.259 11.712
H 41.193 12.250 12.015
H 42.454 12.075 10.780
O 42.769 14.826 11.210
H 42.717 13.808 11.317
H 43.615 14.886 10.761
O 47.656 10.693 9.922
H 46.922 10.313 9.428
H 48.606 10.497 9.501
O 45.330 9.384 13.316
H 45.007 8.880 12.550
H 46.045 8.919 13.832
*
```

Taken from the Löwdin analysis, the atomic charges in e are: N 0.338; H 0.097; H 0.125; H 0.035; H 0.174; O -0.078; H 0.012; H 0.119; O -0.033; H 0.008; H 0.060; O -0.067; H 0.150; H -0.006; O -0.089; H -0.023; H -0.014; O 0.028; H -0.017; H 0.097; O -0.038; H 0.078; H 0.044; O -0.110; H 0.153; H 0.064; O -0.100; H -0.008; H -0.048; O -0.120; H 0.002; H 0.138; O -0.080; H 0.034; H 0.075

***

ORCA calculation (ωB97M-V/def2-TZVPD) on a 12-piece molecular cluster, H24O12 overall in a non-equilibrium geometry.

ΔE to the lowest compared entry with this formula, charge and spin = 209.7 kJ/mol
structure (SMILES) = O.O.O.O.O.O.O.O.O.O.O.O

The geometry in ORCA input format:
```
! RIJCOSX wB97M-V def2-TZVPD def2/J DEFGRID3
* xyz 0 1
O 0.077 -3.087 2.713
H -0.185 -2.475 2.069
H -0.745 -3.144 3.260
O -0.327 0.088 -0.266
H -0.113 0.986 -0.378
H 0.332 -0.313 0.349
O -0.499 -2.234 -2.507
H -0.106 -1.471 -2.112
H -1.146 -2.709 -1.944
O 0.825 -0.581 4.113
H 1.143 0.204 4.633
H 1.170 -0.416 3.191
O 1.768 1.508 -2.404
H 2.650 1.592 -2.122
H 1.281 1.776 -1.551
O 2.173 -1.116 -1.977
H 2.298 -1.336 -2.897
H 2.094 -0.183 -1.910
O 1.676 -0.493 1.576
H 2.078 -1.354 1.525
H 2.367 0.126 1.335
O -1.679 1.720 -2.245
H -2.224 1.435 -3.012
H -1.179 2.422 -2.698
O 0.412 2.759 -0.346
H -0.458 3.163 -0.645
H 0.398 2.732 0.599
O -1.681 -1.640 1.063
H -1.943 -2.145 0.301
H -1.312 -0.938 0.545
O -3.483 -0.479 -1.828
H -3.298 -0.550 -2.780
H -2.751 -0.009 -1.468
O 0.126 2.318 2.347
H 0.647 2.304 3.142
H -0.383 1.539 2.332
*
```

Taken from the Löwdin analysis, the atomic charges in e are: O -0.065; H -0.062; H 0.068; O -0.053; H -0.036; H 0.041; O -0.064; H -0.028; H 0.046; O -0.108; H 0.047; H -0.019; O -0.058; H 0.021; H 0.035; O -0.047; H 0.047; H -0.054; O -0.016; H 0.089; H 0.089; O -0.060; H 0.066; H 0.058; O -0.060; H 0.111; H -0.005; O -0.035; H 0.037; H -0.045; O -0.044; H 0.045; H -0.026; O 0.000; H 0.053; H 0.032

***

ORCA calculation (ωB97M-V/def2-TZVPD) on a 12-piece molecular cluster, H24O12 overall in a non-equilibrium geometry.

ΔE to the lowest compared entry with this formula, charge and spin = 431.7 kJ/mol
structure (SMILES) = O.O.O.O.O.O.O.O.O.O.O.O

The geometry in ORCA input format:
```
! RIJCOSX wB97M-V def2-TZVPD def2/J DEFGRID3
* xyz 0 1
H -0.466 -0.618 -0.777
H 0.256 0.574 -0.803
H 3.196 -1.504 -2.736
H 4.457 -1.057 -3.250
H 2.577 2.245 -2.275
H 1.209 2.272 -2.834
H -3.151 0.288 -0.373
H -2.813 -0.626 0.683
H 3.034 2.659 1.424
H 2.713 1.657 0.390
H 0.818 -1.271 -5.158
H -0.436 -0.291 -5.048
H 0.970 0.930 4.436
H 0.475 0.778 2.862
H 1.163 -3.979 0.317
H 1.097 -4.151 -1.186
H -1.222 -2.783 2.923
H -0.522 -1.602 2.268
H -2.282 3.698 0.073
H -1.365 2.640 0.628
H -3.078 1.949 3.465
H -2.108 1.837 2.233
H -1.851 -1.852 -1.395
H -2.707 -2.834 -0.466
O -0.681 0.267 -0.707
O 4.080 -1.658 -2.602
O 1.714 1.800 -2.184
O -3.459 -0.021 0.480
O 2.513 2.579 0.528
O 0.268 -0.800 -4.544
O 1.267 0.901 3.513
O 1.637 -4.448 -0.368
O -0.553 -2.097 3.042
O -2.090 3.293 0.913
O -2.179 2.161 3.192
O -2.512 -1.848 -0.688
*
```

Taken from the Löwdin analysis, the atomic charges in e are: H -0.030; H 0.051; H -0.033; H 0.040; H 0.056; H 0.031; H 0.022; H -0.058; H 0.103; H 0.003; H 0.014; H 0.074; H 0.038; H 0.070; H 0.006; H 0.076; H 0.044; H -0.027; H 0.032; H 0.073; H 0.032; H 0.027; H 0.044; H 0.124; O -0.028; O -0.012; O -0.052; O -0.046; O -0.106; O -0.081; O -0.112; O -0.082; O -0.021; O -0.081; O -0.102; O -0.089

***

ORCA calculation (ωB97M-V/def2-TZVPD) on H24O12 as an isolated structure in a non-equilibrium geometry.

ΔE to the lowest compared entry with this formula, charge and spin = 695.0 kJ/mol

The geometry in ORCA input format:
```
! RIJCOSX wB97M-V def2-TZVPD def2/J DEFGRID3
* xyz 0 1
O 1.120 1.478 -1.822
H 1.951 1.316 -1.976
H 0.936 1.771 -0.924
O 0.224 2.605 2.036
H 1.309 2.580 2.010
H 0.182 2.130 2.868
O 2.406 0.074 1.308
H 1.516 0.113 0.972
H 2.958 0.365 0.688
O 0.324 0.156 0.415
H -0.017 -0.665 0.466
H -0.354 0.613 0.091
O 0.347 0.038 -3.197
H 0.701 0.749 -2.548
H 0.868 -0.715 -3.391
O -0.147 -1.142 2.996
H -0.737 -0.704 3.587
H -0.020 -0.353 2.241
O 2.089 -2.775 0.752
H 1.762 -2.969 1.519
H 2.330 -1.960 0.899
O -2.197 -1.911 0.235
H -3.059 -1.752 -0.083
H -2.245 -2.195 1.179
O -1.176 -1.999 -2.260
H -0.908 -1.122 -2.549
H -1.400 -1.800 -1.327
O -2.179 1.517 -0.262
H -3.103 1.530 0.067
H -2.180 1.880 -1.148
O -1.847 3.848 0.362
H -2.070 2.956 0.146
H -1.314 3.822 1.175
O 1.460 -2.801 -1.751
H 1.906 -2.272 -0.911
H 0.565 -2.408 -1.867
*
```

Taken from the Löwdin analysis, the atomic charges in e are: O 0.187; H 0.035; H 0.119; O -0.097; H 0.149; H 0.027; O 0.009; H -0.126; H -0.025; O 0.062; H 0.018; H -0.008; O -0.093; H -0.185; H 0.008; O -0.090; H 0.006; H 0.099; O 0.085; H -0.025; H -0.071; O -0.031; H 0.036; H 0.089; O -0.075; H -0.011; H -0.010; O -0.011; H 0.113; H 0.091; O -0.075; H -0.106; H 0.012; O -0.151; H 0.079; H -0.032

***

ORCA calculation (ωB97M-V/def2-TZVPD) on a 12-piece molecular cluster, H24O12 overall in a non-equilibrium geometry.

ΔE to the lowest compared entry with this formula, charge and spin = 504.1 kJ/mol
structure (SMILES) = O.O.O.O.O.O.O.O.O.O.O.O

The geometry in ORCA input format:
```
! RIJCOSX wB97M-V def2-TZVPD def2/J DEFGRID3
* xyz 0 1
O 0.914 1.060 -2.947
H -0.020 1.351 -2.718
H 1.281 1.593 -3.608
O -0.242 2.370 -0.076
H -0.821 3.022 0.420
H 0.438 2.833 -0.527
O 2.106 1.088 1.425
H 1.954 1.143 0.453
H 2.979 0.703 1.493
O -0.857 -1.344 2.222
H -1.670 -1.646 2.530
H -0.364 -1.719 3.037
O 3.087 1.495 -1.150
H 2.180 1.539 -1.631
H 3.399 0.693 -1.486
O -1.415 -0.609 -2.447
H -1.382 -1.527 -2.591
H -0.938 -0.303 -1.625
O 2.150 -1.974 -0.306
H 1.632 -1.129 -0.101
H 2.966 -1.604 0.150
O -2.858 1.219 -0.663
H -2.085 1.598 -0.342
H -2.835 0.649 -1.466
O -0.134 1.430 3.131
H 0.378 0.993 2.469
H -0.387 2.260 2.688
O 0.699 -3.293 1.600
H -0.118 -2.868 1.911
H 1.107 -2.901 0.686
O -3.155 -2.149 -0.368
H -4.026 -2.167 0.042
H -3.076 -1.424 0.095
O -0.349 -0.431 -0.445
H 0.066 0.620 -0.303
H -0.601 -0.573 0.450
*
```

Taken from the Löwdin analysis, the atomic charges in e are: O -0.036; H 0.085; H 0.029; O -0.041; H 0.126; H 0.050; O -0.058; H -0.005; H 0.050; O -0.048; H 0.032; H 0.135; O -0.063; H 0.044; H 0.010; O -0.094; H 0.017; H -0.101; O -0.088; H 0.038; H 0.086; O -0.044; H -0.060; H 0.048; O -0.059; H -0.044; H 0.030; O -0.161; H -0.041; H 0.064; O 0.022; H 0.063; H -0.087; O -0.061; H 0.147; H 0.015

***

ORCA calculation (ωB97M-V/def2-TZVPD) on a 12-piece molecular cluster, H24O12 overall in a non-equilibrium geometry.

ΔE to the lowest compared entry with this formula, charge and spin = 83.9 kJ/mol
structure (SMILES) = O.O.O.O.O.O.O.O.O.O.O.O

The geometry in ORCA input format:
```
! RIJCOSX wB97M-V def2-TZVPD def2/J DEFGRID3
* xyz 0 1
O 1.896 1.455 -8.836
H 2.035 0.539 -9.190
H 2.196 1.403 -7.919
O 4.631 1.610 -10.719
H 3.831 1.305 -11.222
H 4.304 1.738 -9.817
O -0.453 1.742 -10.423
H 0.374 1.628 -9.891
H -0.614 2.692 -10.432
O 2.640 -2.345 -12.884
H 2.829 -3.229 -13.217
H 1.704 -2.386 -12.576
O 2.005 -1.027 -10.338
H 2.920 -0.703 -10.425
H 1.774 -1.309 -11.233
O 2.393 1.125 -12.307
H 2.436 2.038 -12.625
H 1.548 0.732 -12.610
O 4.964 -0.874 -11.969
H 4.384 -1.063 -12.724
H 5.158 0.075 -12.050
O 3.592 -2.915 -7.408
H 3.527 -2.092 -7.918
H 4.502 -3.196 -7.552
O -0.326 0.352 -12.819
H -1.211 -0.006 -12.968
H -0.375 0.842 -11.948
O 0.241 -1.297 -7.845
H 1.176 -1.523 -7.890
H -0.069 -1.399 -8.752
O -0.077 -2.473 -11.981
H -0.159 -1.495 -12.036
H -0.794 -2.827 -12.522
O 4.659 -0.850 -9.132
H 5.343 -0.171 -9.105
H 4.671 -1.198 -10.050
*
```

Taken from the Löwdin analysis, the atomic charges in e are: O -0.063; H 0.018; H 0.068; O -0.085; H -0.002; H 0.031; O -0.057; H 0.027; H 0.065; O -0.061; H 0.061; H 0.006; O -0.045; H 0.012; H 0.001; O -0.056; H 0.077; H 0.026; O -0.064; H 0.031; H 0.036; O -0.072; H -0.012; H 0.030; O -0.086; H 0.064; H 0.024; O -0.053; H 0.009; H 0.023; O -0.054; H 0.020; H 0.068; O -0.069; H 0.054; H 0.029

***

no.,frontier orbital gap (eV)
1,10.196
2,10.207
3,9.718
4,9.019
5,9.490
6,10.718